96
Properties=species:S:1:pos:R:3:mulliken_charge:R:1 method="wB97M-V/def2-TZVPD" homo_ha="-0.230 / -0.230" multiplicity=1 homo_lumo_gap_ha="0.2165 / 0.2165" relative_energy_kj_mol=0.0 energy_ha=-7227.69206
Se 1.76393 0.09138 -2.79894 -0.02
Fe -0.57515 0.04803 -1.67157 -1.47
S 1.50971 2.50672 0.98687 -0.49
S -2.94343 0.21395 -1.02776 -0.79
P 0.85790 0.63091 1.34778 2.38
P -2.00239 -0.20417 0.71789 1.83
N -1.07332 0.20684 -3.53326 1.46
N -1.17489 1.44646 -4.12913 -1.66
N -0.84360 -1.91753 -2.13563 1.11
N -0.67107 2.03515 -1.92057 0.62
N -0.78020 4.26477 -1.27930 0.22
N 3.87081 -1.77342 -2.36838 0.36
N 4.26251 0.06432 -1.31445 0.60
C -0.78577 -2.98253 -1.34616 -0.18
C -3.59922 2.92097 2.81339 -0.81
C -1.33932 -0.84689 -4.19614 -0.70
C 2.36469 -0.42612 1.31818 0.22
C 5.11565 -1.89961 -1.79181 -0.73
C 0.14947 1.73744 3.84399 -0.56
C -0.98833 6.08797 -2.86777 -0.81
C -1.55410 -3.33053 -3.93696 -1.00
C -3.07810 2.11921 1.81007 -0.43
C -0.92711 4.72382 -2.58129 -0.02
C -2.90949 0.28775 3.35097 -0.27
C 2.36712 -1.63944 0.64603 0.04
C 4.13634 1.41087 -0.77758 -0.86
C 0.66211 -0.59957 3.87956 -0.15
C 4.57134 -0.92301 2.16323 -0.69
C -3.90658 -2.28742 0.94399 -1.08
C -3.44496 1.08454 4.35238 -0.77
C -1.13582 6.49118 -4.17632 -0.39
C -1.48800 -4.43751 -3.10233 -0.57
C 0.51258 0.58430 3.15886 0.11
C 5.35890 -0.74886 -1.13236 -0.50
C 3.48575 -0.06721 2.06503 -0.97
C 0.02214 0.51189 5.91077 -0.57
C -0.95268 2.36399 -3.23519 0.37
C -1.01470 3.77699 -3.59987 0.29
C 3.45596 -2.50072 0.73844 -0.01
C -3.78469 2.40304 4.08873 -0.60
C -0.63677 2.95836 -1.01435 -1.07
C -1.23220 -2.08692 -3.41828 0.84
C -0.09904 1.70141 5.20872 -0.77
C 3.18860 -2.79575 -3.13847 -0.87
C -2.14281 -4.04947 2.16439 -0.78
C 0.41101 -0.64226 5.24242 -0.74
C 4.55561 -2.14831 1.50485 -0.94
C -0.35622 -0.08250 0.40375 -0.04
C -1.16368 4.20760 -4.92148 -0.32
C -1.10530 -4.26020 -1.78571 -1.35
C -4.32981 -3.55880 1.30262 -0.72
C -3.44979 -4.44292 1.91458 -0.63
C -2.71587 0.79983 2.07188 0.67
C 3.35061 -0.56110 -2.08036 -0.31
C -1.22352 5.55274 -5.20878 -0.80
C -2.59906 -1.88244 1.19516 0.26
C -1.72488 -2.77581 1.80150 0.32
H 5.42693 -0.64242 2.76592 0.42
H -0.69796 -2.47114 1.94872 0.02
H 3.48861 0.88298 2.58772 0.43
H 2.29164 -3.12154 -2.61146 0.29
H -1.06338 -5.08769 -1.09049 0.52
H 5.40129 -2.82078 1.58753 0.38
H -3.58736 0.67268 5.34357 0.43
H 0.53765 -1.57099 5.78570 0.43
H 1.49666 -1.89316 0.05658 -0.27
H -1.22899 3.45870 -5.69865 0.49
H 3.43927 -3.45301 0.21835 0.50
H -1.74540 -5.41933 -3.47761 0.43
H -2.64451 -0.73808 3.57498 0.35
H 2.89432 -2.39429 -4.10559 0.33
H 3.86928 -3.63429 -3.26682 0.32
H 4.98155 2.01009 -1.11448 0.40
H -0.91765 6.81267 -2.06576 0.40
H -1.86329 -3.42090 -4.96947 0.51
H -0.45077 2.67117 0.01404 0.60
H 1.01972 -1.49133 3.38099 0.18
H -3.78167 -5.43644 2.18997 0.38
H 6.19805 -0.44251 -0.53385 0.56
H -0.39247 2.60768 5.72438 0.43
H -1.44776 -4.73403 2.63631 0.45
H -4.58668 -1.60668 0.44679 0.43
H -5.34855 -3.86428 1.09780 0.41
H -2.97512 2.50213 0.80071 0.31
H 4.09389 1.36987 0.30854 0.27
H -3.88201 3.94413 2.59697 0.44
H 5.70006 -2.79743 -1.88394 0.44
H -0.49243 -2.78201 -0.32669 0.53
H -4.20288 3.02350 4.87186 0.38
H -1.64914 -0.82721 -5.23502 0.43
H -1.18231 7.54807 -4.40491 0.40
H -0.68701 4.91615 -0.51714 0.31
H -1.33732 5.88595 -6.23130 0.42
H 3.20012 1.83015 -1.13184 0.19
H 0.07143 2.66722 3.29458 0.38
H -0.16658 0.48501 6.97717 0.39